1.
Computed, not measured: C6H10ClN in the gas phase, with the ωB97M-V functional and the def2-TZVPD basis.

For the frontier orbital gap, the calculation gives 9.8 eV. For the highest occupied orbital energy, the calculation gives -0.3285 hartree. The calculation puts the total energy at -749.467085 hartree. As for the relative energy (zero: lowest compared OMol25 entry of this formula, charge and spin): 2.432 eV.

```
! wB97M-V def2-TZVPD RIJCOSX def2/J DEFGRID3
* xyz 0 1
Cl -1.4066 -1.7907 -2.0446
C -0.3938 -1.1103 -0.1842
C -1.0391 -1.4932 1.0751
C -1.1329 -0.0313 0.5164
C -0.2533 1.2161 0.7977
C 0.5366 1.4010 -0.4315
C 1.5189 0.3098 -0.7607
N 0.8920 -1.0839 -0.5158
H -0.3911 -1.8045 1.9890
H -2.0160 -1.7990 1.0602
H -2.0214 0.3581 0.1024
H 0.3372 1.0261 1.6449
H -0.8974 1.9585 1.0768
H -0.2163 1.6028 -1.1678
H 0.9498 2.3578 -0.5089
H 1.9162 0.2756 -1.7522
H 2.3874 0.4818 -0.0402
H 1.2297 -1.8747 -0.8565
*
```

---

2.
Computed, not measured: C6H10ClN in the gas phase, with the ωB97M-V functional and the def2-TZVPD basis.

For the frontier orbital gap, the calculation gives 10.1 eV. For the highest occupied orbital energy, the calculation gives -0.3383 hartree. The calculation puts the total energy at -749.416619 hartree. As for the relative energy (zero: lowest compared OMol25 entry of this formula, charge and spin): 3.805 eV.

```
! wB97M-V def2-TZVPD RIJCOSX def2/J DEFGRID3
* xyz 0 1
C -1.6437 -1.0166 1.1472
C -0.9511 -0.2957 0.2182
C -1.8249 -0.0108 -1.2275
C 0.1975 0.6702 0.3662
Cl -0.5478 2.2599 0.0542
C 1.4824 0.5131 1.2949
C 1.6273 0.5937 -0.2166
N 2.2053 -0.5398 -0.9475
H -2.5279 -1.6191 0.9422
H -1.0863 -1.0952 2.1182
H -2.2352 1.0513 -1.2530
H -1.0535 0.1741 -1.8825
H -2.4381 -0.7989 -1.4031
H 1.3392 -0.6462 1.6401
H 1.8000 1.3579 1.8034
H 2.1934 1.4296 -0.3450
H 1.6179 -0.7547 -1.8462
H 1.8453 -1.2728 -0.4633
*
```

---

3.
Computed, not measured: a molecular structure, C6H10ClN, with the ωB97M-V functional and the def2-TZVPD basis.

For the frontier orbital gap, the calculation gives 9.8 eV. For the highest occupied orbital energy, the calculation gives -0.3292 hartree. The calculation puts the total energy at -749.415688 hartree. As for the relative energy (zero: lowest compared OMol25 entry of this formula, charge and spin): 3.831 eV.

```
! wB97M-V def2-TZVPD RIJCOSX def2/J DEFGRID3
* xyz 0 1
C -0.4395 0.5458 -0.8879
C 0.8450 1.4447 -1.0189
C 0.5362 1.4568 0.5434
C -0.2384 0.2667 0.6046
C 0.1965 -1.1146 1.0494
C -0.3865 -2.0032 1.8760
H 0.0714 -1.1828 -1.8402
H -1.7563 -0.7535 -2.0747
H -1.4222 1.0382 -1.0751
H 1.7740 0.7533 -1.2739
H 0.7985 2.2343 -1.6653
H 1.5418 1.3731 1.0471
H 0.2153 2.4803 1.0927
H -1.2433 0.4317 0.9456
H -0.2096 -3.1059 1.9343
H -1.5275 -1.8700 2.0766
N -0.6054 -0.3951 -1.9221
Cl 1.8501 -1.5998 0.5884
*
```

---

4.
Computed, not measured: C6H10ClN in the gas phase, with the ωB97M-V functional and the def2-TZVPD basis.

For the frontier orbital gap, the calculation gives 10.3 eV. For the highest occupied orbital energy, the calculation gives -0.3452 hartree. The calculation puts the total energy at -749.409722 hartree. As for the relative energy (zero: lowest compared OMol25 entry of this formula, charge and spin): 3.993 eV.

```
! wB97M-V def2-TZVPD RIJCOSX def2/J DEFGRID3
* xyz 0 1
C 1.2310 -1.1419 1.2046
C 0.0887 -0.5416 0.4211
N -0.2963 0.9049 0.5774
C -0.2696 1.2555 2.0107
C 0.7616 1.7481 0.9704
C -1.1075 -1.4034 0.2320
C -0.2042 -0.9733 -0.9470
Cl -0.2467 0.1677 -2.2365
H 1.3834 -2.1316 0.8588
H 2.0988 -0.6367 1.1672
H 0.8919 -1.1020 2.2713
H -1.1271 1.8643 2.1855
H 0.0892 0.4132 2.5471
H 1.6698 1.1215 1.3035
H 0.9823 2.8089 0.5555
H -2.0097 -0.7424 0.4570
H -1.0837 -2.3927 0.3529
H 0.3723 -2.0474 -1.0715
*
```

---

5.
Computed, not measured: C6H10ClN in the gas phase, with the ωB97M-V functional and the def2-TZVPD basis.

For the frontier orbital gap, the calculation gives 9.3 eV. For the highest occupied orbital energy, the calculation gives -0.3085 hartree. The calculation puts the total energy at -749.359938 hartree. As for the relative energy (zero: lowest compared OMol25 entry of this formula, charge and spin): 5.348 eV.

```
! wB97M-V def2-TZVPD RIJCOSX def2/J DEFGRID3
* xyz 0 1
C -1.5043 2.3532 0.4437
C -0.5789 1.6316 -0.5655
Cl -0.2499 2.6514 -2.0086
C -0.1090 0.4552 -0.6922
C -0.2786 -0.5648 0.4141
C -0.0067 -2.1146 -0.1425
C 1.6011 -1.9912 -0.0680
N 1.1315 -0.8883 0.9357
H -0.7644 3.0459 0.9699
H -2.3616 3.0469 -0.1895
H -1.9956 1.7924 1.1825
H 0.6666 0.1641 -1.2833
H -0.8274 -0.1001 1.2258
H -0.5409 -2.8759 0.4096
H -0.5457 -2.2673 -1.0707
H 2.0382 -1.2251 -1.0270
H 2.3409 -2.9817 0.2379
H 1.9847 -0.1317 1.2281
*
```

---

6.
Computed, not measured: C6H10FN in the gas phase, with the ωB97M-V functional and the def2-TZVPD basis.

For the frontier orbital gap, the calculation gives 10.5 eV. For the highest occupied orbital energy, the calculation gives -0.3479 hartree. The calculation puts the total energy at -389.166300 hartree. As for the relative energy (zero: lowest compared OMol25 entry of this formula, charge and spin): 1.315 eV.

```
! wB97M-V def2-TZVPD RIJCOSX def2/J DEFGRID3
* xyz 0 1
C 0.2782 -2.5064 0.8541
C 0.8468 -1.4694 0.2227
C 0.2861 -0.1169 0.2914
N 1.0925 0.9340 0.9027
C -0.5613 0.4559 -0.8601
C -0.3834 1.8824 -1.4035
C -1.1890 0.1221 0.5122
F -2.1317 -0.8937 0.5552
H -0.6520 -2.3818 1.3956
H 0.6609 -3.5532 0.9004
H 1.7794 -1.6376 -0.3904
H 1.2996 0.7180 1.9065
H 1.9662 1.0116 0.4538
H -0.9180 -0.1968 -1.6821
H -1.0796 2.0103 -2.2426
H 0.6104 1.9074 -1.8111
H -0.4704 2.7256 -0.7707
H -1.4347 0.9885 1.1660
*
```

---

7.
Computed, not measured: a molecular structure, C6H10I2NO, with the ωB97M-V functional and the def2-TZVPD basis.

For the frontier orbital gap (spin up / spin down), the calculation gives 6.3 / 6.8 eV. For the highest occupied orbital energy (spin up / spin down), the calculation gives -0.4441 / -0.4550 hartree. The calculation puts the total energy at -959.538498 hartree. As for the relative energy (zero: lowest compared OMol25 entry of this formula, charge and spin): 1.990 eV.

```
! wB97M-V def2-TZVPD RIJCOSX def2/J DEFGRID3
* xyz 1 1
C -0.8325 0.3704 0.4679
C -0.7317 -0.6091 -0.7627
C -1.3202 0.0722 1.7063
C 1.5237 -0.1528 -0.0172
C -1.3840 1.0747 2.8015
C 1.1578 -0.5417 -2.5279
N 0.7833 -0.8660 -1.0875
O -0.5893 1.6016 0.0756
I 1.6256 1.9453 -0.2664
I 3.4116 -1.1068 0.2601
H -1.0919 -1.6027 -0.6345
H -1.3636 -0.1180 -1.4760
H -1.6770 -0.9485 1.8639
H -0.3542 1.1770 3.3645
H -2.1664 0.6913 3.4245
H -1.6104 2.0629 2.4124
H 0.9661 -1.2911 -3.2111
H 0.6252 0.2649 -2.9258
H 2.2250 -0.1112 -2.3940
H 0.8030 -1.9122 -1.0736
*
```

---

8.
Computed, not measured: a gas-phase ion, C6H10IN2 (charge +1), with the ωB97M-V functional and the def2-TZVPD basis.

For the frontier orbital gap, the calculation gives 8.2 eV. For the highest occupied orbital energy, the calculation gives -0.4862 hartree. The calculation puts the total energy at -641.556488 hartree. As for the relative energy (zero: lowest compared OMol25 entry of this formula, charge and spin): 0.130 eV.

```
! wB97M-V def2-TZVPD RIJCOSX def2/J DEFGRID3
* xyz 1 1
C -0.5547 -2.2273 -0.1614
C 0.4918 -1.1859 -0.4969
C 1.7426 -1.3246 0.3259
I 3.2388 0.1991 -0.0741
C -0.2731 0.3867 -0.2249
N 0.1036 1.3208 0.6018
C -0.7475 2.4634 0.4241
C -1.6613 1.9424 -0.6272
N -1.3531 0.7384 -0.9642
H -0.7094 -2.2987 0.9140
H -0.2216 -3.1975 -0.5245
H -1.5004 -1.9919 -0.6422
H 0.6842 -1.1394 -1.5688
H 1.5349 -1.3035 1.3940
H 2.2211 -2.2711 0.0839
H 0.9288 1.3027 1.1929
H -0.1819 3.3427 0.0891
H -1.2702 2.7593 1.3429
H -2.4727 2.4842 -1.0844
*
```

---

9.
Computed, not measured: a molecular structure, C6H10Li4O9, with the ωB97M-V functional and the def2-TZVPD basis.

For the frontier orbital gap, the calculation gives 4.7 eV. For the highest occupied orbital energy, the calculation gives -0.2293 hartree. The calculation puts the total energy at -942.127436 hartree.

```
! wB97M-V def2-TZVPD RIJCOSX def2/J DEFGRID3
* xyz 0 1
Li 1.9909 -2.2286 0.6848
Li 1.2853 1.0813 -1.5486
Li 0.1391 -1.5956 -1.8124
Li 3.5071 -1.0066 -1.4211
C -2.5858 1.6217 -1.3875
C -3.8806 1.5739 -0.8403
C -4.4479 0.2514 -0.3712
O -5.6234 0.0891 -0.0007
C -3.5727 -0.8544 -0.2962
C -2.2311 -0.8039 -0.7582
C -1.7507 0.5229 -1.4460
O -0.5645 0.5915 -1.9531
O -1.4313 -1.7740 -0.7460
O -4.4946 2.6447 -0.7131
H -2.2027 2.5556 -1.7753
H -3.9512 -1.7997 0.0619
O 1.5799 -0.8350 -0.7889
H 1.6641 -0.2615 -0.0305
O 3.9502 -1.9088 0.3292
H 4.5534 -2.6343 0.4656
O 2.5427 2.2231 -0.4079
H 2.7331 3.1672 -0.3561
H 2.6549 1.8862 0.5029
O 3.0270 0.6557 1.9612
H 2.6904 1.2401 2.6566
H 2.2834 0.0645 1.7630
O 0.9634 -1.5121 2.4432
H -0.0054 -1.5763 2.4099
H 1.1769 -1.3781 3.3749
*
```

---

10.
Computed, not measured: a molecular structure, C6H10MgO3, with the ωB97M-V functional and the def2-TZVPD basis.

For the frontier orbital gap (spin up / spin down), the calculation gives 8.0 / 8.9 eV. For the highest occupied orbital energy (spin up / spin down), the calculation gives -0.4189 / -0.5009 hartree. The calculation puts the total energy at -660.123755 hartree. As for the relative energy (zero: lowest compared OMol25 entry of this formula, charge and spin): 0.000 eV.

```
! wB97M-V def2-TZVPD RIJCOSX def2/J DEFGRID3
* xyz 1 2
O -1.1113 1.6711 -0.1473
Mg 0.8631 3.7321 -1.1130
O 1.0770 1.9915 -0.0585
C 0.0632 1.3810 0.2791
O 0.0996 0.0883 0.6222
C 1.3675 -0.6320 0.6002
H 1.2058 -1.4117 1.3522
H 2.1435 0.0822 0.8936
C 1.6220 -1.2097 -0.7539
C 2.6718 -0.8741 -1.5022
H 0.8881 -1.9335 -1.1194
H 2.8868 -1.3950 -2.4365
H 3.3372 -0.0562 -1.2166
C -1.9735 0.2372 -0.0136
C -2.5593 -0.3376 1.2522
H -2.7937 0.6626 -0.6005
H -1.5898 -0.5090 -0.7166
H -2.8439 0.4526 1.9580
H -3.4686 -0.8891 0.9786
H -1.8855 -1.0507 1.7420
*
```

---

11.
Computed, not measured: 2 unconnected molecules or ions with the total composition C6H10N, with the ωB97M-V functional and the def2-TZVPD basis.

For the frontier orbital gap, the calculation gives 10.0 eV. For the highest occupied orbital energy, the calculation gives -0.5105 hartree. The calculation puts the total energy at -288.991120 hartree. As for the relative energy (zero: lowest compared OMol25 entry of this formula, charge and spin): 2.499 eV.

```
! wB97M-V def2-TZVPD RIJCOSX def2/J DEFGRID3
* xyz 1 1
C -0.0069 -1.6906 1.4846
C -0.8978 -0.8078 1.1099
C -1.6100 0.0837 0.5087
C 0.6935 0.9537 -0.3969
C 0.9711 1.9991 0.5602
C 0.1900 -0.9300 -1.9973
N 0.6778 0.1801 -1.2705
H 0.8145 -1.3731 2.0226
H -2.3444 0.7902 1.0550
H -1.4669 0.2330 -0.5397
H 0.1747 2.7153 0.5371
H 1.7814 2.6317 0.2593
H 1.1427 1.5885 1.5377
H 0.9569 -1.6204 -2.1735
H -0.5008 -1.3860 -1.3243
H -0.2870 -0.5866 -2.9264
H -0.2889 -2.7809 1.5534
*
```

---

12.
Computed, not measured: a gas-phase ion, C6H10N (charge +1), with the ωB97M-V functional and the def2-TZVPD basis.

For the frontier orbital gap, the calculation gives 8.2 eV. For the highest occupied orbital energy, the calculation gives -0.5155 hartree. The calculation puts the total energy at -288.964885 hartree. As for the relative energy (zero: lowest compared OMol25 entry of this formula, charge and spin): 3.213 eV.

```
! wB97M-V def2-TZVPD RIJCOSX def2/J DEFGRID3
* xyz 1 1
C 0.0724 -2.1916 -0.7890
C -0.9805 -1.0446 -0.5124
C -0.1765 0.7527 1.1182
C -0.2989 0.2177 -0.0215
C 0.1531 1.6123 2.1649
C 0.6581 0.9551 -0.9692
N 1.1049 -1.8299 -1.4446
H -0.1462 -3.1887 -0.5523
H -1.5029 -0.8514 -1.4316
H -1.8212 -1.4787 0.1230
H 1.6309 -2.6355 -1.8417
H -0.2236 2.6069 1.8947
H 1.2045 1.6086 2.1852
H -0.0771 1.2269 3.2452
H -0.0133 1.7097 -1.3816
H 0.8864 0.1286 -1.4975
H 1.4423 1.4389 -0.3637
*
```

---

13.
Computed, not measured: a gas-phase ion, C6H10N (charge +1), with the ωB97M-V functional and the def2-TZVPD basis.

For the frontier orbital gap, the calculation gives 7.0 eV. For the highest occupied orbital energy, the calculation gives -0.4538 hartree. The calculation puts the total energy at -288.930757 hartree. As for the relative energy (zero: lowest compared OMol25 entry of this formula, charge and spin): 4.142 eV.

```
! wB97M-V def2-TZVPD RIJCOSX def2/J DEFGRID3
* xyz 1 1
C 1.3433 2.1199 -1.8844
C 1.4383 1.0949 -0.8578
C 0.3957 0.4786 -0.1942
C 0.3738 -0.7472 0.8789
C -0.9052 -1.2396 1.6819
C -2.2907 -0.9774 1.1648
N -1.8344 -2.1130 0.8929
H 1.6467 1.5315 -2.7691
H 0.3327 2.4962 -1.7573
H 2.2363 2.7299 -1.9942
H 2.3997 0.5896 -0.9266
H -0.6142 0.8205 -0.6155
H 0.7177 -1.6682 0.3301
H 1.1179 -0.4221 1.7150
H -0.9170 -1.3104 2.7392
H -3.2435 -0.4311 0.9515
H -2.1970 -2.9521 0.6449
*
```